The following is a DFT calculation (ωB97M-V/def2-TZVPD) of CI3O2S as an isolated structure in a non-equilibrium geometry.

CARTESIAN COORDINATES (ANGSTROEM)
C1 -2.192 -0.178 -0.829
O1 2.619 1.017 1.114
O2 2.854 -1.111 -0.056
S1 2.660 0.273 -0.078
I1 -3.410 1.485 -0.158
I2 0.019 0.444 -0.498
I3 -2.549 -1.929 0.506

Output
Total energy   -40268.5788 eV
Spin multiplicity   1
Net charge   -1
Kohn-Sham gap (alpha / beta)   6.130 / 6.127 eV

In the Löwdin picture, each atom carries the following charge in e: number 1, C, carries -1.61; number 2, O, carries -0.51; number 3, O, carries -0.49; number 4, S, carries 0.42; number 5, I, carries 0.34; number 6, I, carries 0.55; number 7, I, carries 0.29